(1)
A molecular structure, C12H18CsN6O5. Source: OMol25; level of theory: wB97M-V/def2-TZVPD.

Properties
Energy above the lowest of the compared OMol25 structures with the same formula, charge and spin, kJ/mol: 0.00
Charge: -1
HOMO level, eV: -5.29
Gap between HOMO and LUMO, eV: 7.329

Each line ends with the Mulliken charge.
Cartesian coordinates (Å):
Cs 0.129 0.795 0.091  0.929
C 5.043 -1.301 -1.144  -1.328
N 4.649 -0.829 0.160  0.217
C 5.099 -1.599 1.299  -1.194
C 3.634 0.106 0.253  0.306
N 3.240 0.818 -0.760  -0.529
N 3.098 0.340 1.500  -0.476
C 2.392 -0.646 2.079  0.010
N 2.101 -0.390 3.433  -0.489
N 1.978 -1.719 1.469  -0.601
H 5.663 -2.189 -1.027  0.397
H 5.623 -0.557 -1.701  0.321
H 4.172 -1.577 -1.748  0.398
H 6.172 -1.788 1.206  0.470
H 4.567 -2.552 1.387  0.317
H 4.932 -1.031 2.210  0.365
H 3.800 0.636 -1.586  0.151
H 2.468 1.905 1.813  0.481
H 2.204 0.588 3.670  0.261
H 1.210 -0.758 3.731  0.250
H 1.479 -2.316 2.125  0.174
C 2.869 3.811 1.670  -0.675
O 1.998 2.762 2.028  -0.497
H 3.786 3.806 2.272  0.225
H 2.358 4.761 1.843  0.254
H 3.155 3.754 0.615  0.274
O -2.593 1.285 -1.305  -0.799
C -3.205 0.564 -0.486  0.599
O -2.857 0.248 0.672  -0.815
C -4.536 -0.024 -0.972  -0.017
C -5.293 -0.837 -0.140  -0.448
C -6.497 -1.379 -0.572  -0.423
C -6.962 -1.115 -1.850  -0.460
C -6.190 -0.301 -2.665  0.196
C -4.990 0.249 -2.255  -0.363
N -6.679 -0.017 -4.026  1.025
O -5.993 0.679 -4.748  -0.612
O -7.748 -0.499 -4.362  -0.645
H -4.907 -1.032 0.852  0.427
H -7.077 -2.012 0.088  0.372
H -7.892 -1.520 -2.218  0.462
H -4.402 0.882 -2.902  0.491

(2)
A molecular structure, C2H2Li3O2. Source: OMol25; level of theory: wB97M-V/def2-TZVPD.

Properties
Energy above the lowest of the compared OMol25 structures with the same formula, charge and spin, kJ/mol: 789.57
Spin multiplicity: 2
Expectation value of S²: 1.399
HOMO level (alpha / beta), eV: -4.74 / -4.71
Gap between HOMO and LUMO (alpha / beta), eV: 2.942 / 2.899

Each line ends with the Mulliken charge.
Cartesian coordinates (Å):
O -1.968 1.729 -0.552  -0.840
C -0.605 1.543 -0.541  -0.098
C -0.054 1.100 0.614  -0.501
Li -0.143 -0.726 -2.227  0.365
Li -2.699 3.220 -1.152  0.891
H -0.622 1.480 1.481  0.237
H -0.233 1.398 -1.571  0.365
Li 2.141 -0.878 -0.550  0.489
O 3.930 -1.361 -0.570  -0.908

(3)
2 unconnected molecules or ions with the total composition C5H12N2O2. Source: OMol25; level of theory: wB97M-V/def2-TZVPD.

Properties
Energy above the lowest of the compared OMol25 structures with the same formula, charge and spin, kJ/mol: 529.60
HOMO level, eV: -9.52
Gap between HOMO and LUMO, eV: 10.178

Each line ends with the Mulliken charge.
Cartesian coordinates (Å):
C -0.067 0.679 -1.665  -1.528
C 1.546 -1.269 -0.982  -1.549
C -0.956 -1.183 -0.265  -1.428
C 1.297 0.320 1.562  -0.363
C 0.329 -0.298 -0.590  1.322
N 0.469 0.406 0.656  -0.253
N -2.144 1.276 2.028  0.151
O -1.430 2.083 1.206  -0.367
O -3.104 1.884 2.484  -0.430
H -0.325 0.419 -2.623  0.410
H -1.010 1.155 -1.190  0.349
H 0.789 1.305 -1.833  0.379
H 2.268 -0.718 -1.582  0.345
H 1.063 -2.182 -1.474  0.355
H 1.954 -1.801 -0.092  0.445
H -0.526 -2.164 0.176  0.338
H -1.584 -0.679 0.424  0.445
H -1.504 -1.499 -1.163  0.335
H -0.617 1.360 1.027  0.535
H 2.324 -0.117 1.477  0.261
H 1.229 1.023 2.421  0.246

(4)
A molecular structure, C24H17Co2N2O6. Source: OMol25; level of theory: wB97M-V/def2-TZVPD.

Properties
Energy above the lowest of the compared OMol25 structures with the same formula, charge and spin, kJ/mol: 358.27
Charge: -1
HOMO level, eV: -1.50
Gap between HOMO and LUMO, eV: 3.083

Each line ends with the Mulliken charge.
Cartesian coordinates (Å):
O -2.563 -3.383 2.178  -0.400
C -1.879 -3.452 1.255  -0.035
Co -0.780 -3.494 -0.262  -0.378
C 0.742 -4.193 0.443  0.007
O 1.696 -4.633 0.918  -0.365
C -1.464 -5.137 -0.863  0.221
O -1.958 -6.177 -1.067  -0.425
C -0.754 -2.318 -1.653  0.121
C -0.281 -1.709 -0.535  -1.576
C 0.118 -0.456 0.073  1.784
C 1.441 -0.666 0.889  0.375
C 1.582 -0.123 2.172  -0.197
C 2.840 -0.182 2.775  -0.668
C 3.905 -0.807 2.147  -0.437
C 3.734 -1.416 0.900  -0.722
C 2.484 -1.354 0.270  -0.084
Co 0.434 -3.569 -2.723  0.202
C -0.462 -4.846 -3.609  0.126
O -1.016 -5.679 -4.205  -0.461
C 2.032 -4.166 -2.282  0.016
O 3.131 -4.517 -2.073  -0.459
C 0.752 -2.321 -3.847  0.060
O 0.994 -1.411 -4.533  -0.488
H -1.639 -1.945 -2.239  0.459
H -0.684 -0.107 0.750  -0.257
H 0.718 0.300 2.713  0.316
H 2.942 0.264 3.756  0.364
H 4.870 -0.839 2.597  0.408
H 4.544 -2.040 0.447  0.371
H 2.296 -2.004 -0.608  0.044
C -2.998 3.321 2.386  -1.729
C -2.025 3.335 1.246  0.372
C -1.383 2.116 0.972  -0.507
C -0.502 2.004 -0.086  1.176
C -0.209 3.144 -0.875  0.028
C -0.824 4.336 -0.596  -1.058
C -1.745 4.466 0.457  0.961
C -2.451 5.776 0.770  -1.714
N 0.659 2.700 -1.867  -0.045
C 0.895 1.400 -1.700  -0.235
N 0.182 0.922 -0.643  0.070
H -3.432 4.315 2.567  0.385
H -3.823 2.610 2.190  0.358
H -2.505 2.981 3.315  0.360
H -1.675 1.277 1.652  0.510
H -0.570 5.191 -1.242  0.241
H -2.117 6.576 0.083  0.340
H -3.550 5.699 0.677  0.367
H -2.262 6.124 1.802  0.368
H 1.033 3.323 -2.591  0.279
H 1.523 0.761 -2.301  0.552

(5)
8 unconnected molecules or ions with the total composition C8H32N16O8. Source: OMol25; level of theory: wB97M-V/def2-TZVPD.

Properties
Energy above the lowest of the compared OMol25 structures with the same formula, charge and spin, kJ/mol: 734.54
HOMO level, eV: -9.32
Gap between HOMO and LUMO, eV: 9.305

Each line ends with the Mulliken charge.
Cartesian coordinates (Å):
C 2.737 1.816 -5.500  0.643
O 3.771 1.447 -6.067  -0.681
N 2.417 3.093 -5.494  -0.426
N 1.840 1.016 -5.004  -0.409
H 3.218 3.604 -5.835  0.237
H 1.739 3.538 -4.892  0.200
H 2.298 0.122 -5.104  0.236
H 0.888 1.242 -4.754  0.203
C -2.981 -5.136 -0.107  0.705
O -2.566 -4.878 -1.279  -0.684
N -2.444 -4.891 1.047  -0.354
N -3.985 -5.880 0.182  -0.380
H -1.519 -4.496 1.137  0.197
H -2.900 -5.169 1.904  0.146
H -4.439 -6.338 -0.595  0.216
H -4.168 -6.153 1.137  0.154
C -3.619 3.442 -4.475  0.657
O -3.092 3.848 -3.485  -0.642
N -4.679 2.661 -4.435  -0.418
N -3.377 3.924 -5.645  -0.413
H -5.179 2.611 -3.559  0.227
H -5.191 2.512 -5.294  0.169
H -2.597 4.563 -5.593  0.235
H -4.055 3.801 -6.384  0.185
C 8.163 1.460 -0.646  0.649
O 7.251 1.120 0.065  -0.625
N 9.313 0.762 -0.785  -0.392
N 8.168 2.556 -1.403  -0.402
H 9.511 -0.008 -0.162  0.209
H 9.863 1.023 -1.592  0.165
H 7.306 3.072 -1.303  0.222
H 8.893 2.799 -2.063  0.173
C 0.064 2.856 6.535  0.640
O 0.234 3.524 7.502  -0.598
N 0.830 1.899 6.047  -0.339
N -1.149 2.701 5.950  -0.405
H 1.782 1.752 6.349  0.193
H 0.436 1.427 5.246  0.144
H -1.402 2.072 5.201  0.164
H -1.945 3.049 6.465  0.202
C -7.904 -0.186 1.304  0.629
O -6.853 0.329 1.523  -0.625
N -9.085 0.235 1.653  -0.435
N -8.055 -1.231 0.578  -0.393
H -9.064 1.181 2.005  0.243
H -9.853 -0.137 1.112  0.204
H -8.893 -1.791 0.513  0.172
H -7.254 -1.599 0.085  0.205
C 4.481 -4.788 3.474  0.645
O 5.079 -5.746 4.029  -0.682
N 3.223 -4.544 3.319  -0.359
N 5.186 -3.846 2.958  -0.391
H 2.566 -5.258 3.600  0.219
H 2.965 -3.573 3.219  0.177
H 6.173 -3.917 3.156  0.219
H 4.804 -2.948 2.696  0.172
C 0.441 0.390 0.591  0.666
O 0.677 -0.276 1.604  -0.717
N 1.360 0.843 -0.089  -0.367
N -0.674 0.720 0.057  -0.415
H 2.267 0.647 0.310  0.219
H 1.223 1.054 -1.067  0.172
H -0.775 1.472 -0.610  0.211
H -1.471 0.610 0.668  0.228

(6)
2 unconnected molecules or ions with the total composition C6H14O. Source: OMol25; level of theory: wB97M-V/def2-TZVPD.

Properties
Energy above the lowest of the compared OMol25 structures with the same formula, charge and spin, kJ/mol: 108.48
HOMO level, eV: -9.23
Gap between HOMO and LUMO, eV: 10.285

Each line ends with the Mulliken charge.
Cartesian coordinates (Å):
C 0.073 -2.225 1.256  -1.141
C -0.068 -0.690 1.084  -0.635
C -1.176 -0.364 0.111  0.737
C -2.235 0.288 0.549  -1.136
C -0.865 -0.741 -1.317  -0.247
C -2.091 -0.761 -2.269  -1.132
H 0.640 -2.701 0.464  0.329
H -0.946 -2.617 1.304  0.318
H 0.516 -2.427 2.231  0.355
H -0.258 -0.279 2.072  0.359
H 0.861 -0.280 0.695  0.278
H -2.345 0.572 1.594  0.247
H -3.146 0.553 0.022  0.229
H -0.433 -1.737 -1.269  0.216
H -0.116 -0.056 -1.717  0.330
H -2.558 -1.744 -2.256  0.271
H -1.679 -0.584 -3.263  0.333
H -2.819 -0.004 -1.994  0.290
H 5.889 3.522 0.343  0.315
H 5.048 4.613 0.960  0.319
O 5.007 3.738 0.579  -0.634

(7)
12 unconnected molecules or ions with the total composition C13H47ClF4O12P2. Source: OMol25; level of theory: wB97M-V/def2-TZVPD.

Properties
HOMO level, eV: -8.89
Gap between HOMO and LUMO, eV: 9.102

Each line ends with the Mulliken charge.
Cartesian coordinates (Å):
O 2.035 -0.338 0.605  -0.355
P 2.183 1.349 0.497  0.183
Cl 3.018 1.699 -1.430  -0.130
P 0.275 2.381 0.479  -0.228
C -1.088 1.485 -0.466  0.755
F -1.338 2.024 -1.747  -0.256
F -2.288 1.674 0.270  -0.289
C -0.966 -0.079 -0.657  -0.157
F 0.025 -0.489 -1.568  -0.047
F -0.903 -0.809 0.589  -0.114
H 2.297 -0.790 -0.219  0.257
H -0.160 2.346 1.857  0.114
H -1.942 -0.422 -1.131  0.273
C 1.270 -0.795 -5.287  -0.561
O 1.707 -1.156 -3.985  -0.455
H 2.099 -0.325 -5.816  0.211
H 0.954 -1.688 -5.834  0.283
H 0.439 -0.089 -5.218  0.241
H 0.959 -1.569 -3.540  0.263
C -3.136 4.803 -1.219  -0.526
O -2.717 4.445 0.091  -0.498
H -2.303 5.276 -1.735  0.288
H -3.440 3.907 -1.769  0.172
H -3.971 5.506 -1.163  0.328
H -3.468 4.029 0.527  0.258
C -0.779 -3.320 3.567  -0.101
O -1.346 -2.040 3.321  -0.539
H -0.958 -3.589 4.608  0.189
H -1.247 -4.063 2.917  -0.110
H 0.299 -3.288 3.382  0.256
H -1.176 -1.824 2.395  0.325
C 6.171 1.551 1.318  -0.643
O 5.136 0.694 0.856  -0.309
H 5.719 2.447 1.742  0.220
H 6.757 1.043 2.088  0.253
H 6.818 1.833 0.484  0.289
H 5.559 -0.091 0.486  0.234
C 5.306 -3.061 2.468  -0.567
O 5.152 -2.693 1.104  -0.464
H 6.369 -3.085 2.706  0.241
H 4.810 -2.328 3.109  0.246
H 4.877 -4.052 2.636  0.285
H 4.207 -2.678 0.918  0.272
C -0.736 -4.410 -0.170  -0.167
O -1.600 -3.452 -0.769  -0.568
H -1.066 -5.407 -0.453  0.238
H 0.288 -4.255 -0.523  0.223
H -0.774 -4.313 0.915  -0.082
H -1.287 -2.572 -0.506  0.310
C -1.563 -7.115 3.282  -0.619
O -1.722 -6.750 1.917  -0.460
H -0.499 -7.136 3.516  0.214
H -2.059 -6.382 3.923  0.283
H -1.988 -8.107 3.454  0.284
H -2.668 -6.739 1.734  0.276
C -3.700 6.324 -4.992  -0.644
O -4.333 5.738 -3.862  -0.419
H -3.651 7.402 -4.845  0.226
H -2.686 5.927 -5.096  0.272
H -4.277 6.109 -5.894  0.265
H -4.364 4.787 -4.016  0.279
C -7.112 3.460 -1.526  -0.480
O -7.203 4.694 -2.222  -0.506
H -8.120 3.097 -1.325  0.259
H -6.580 2.725 -2.137  0.218
H -6.586 3.605 -0.578  0.213
H -6.300 4.994 -2.389  0.307
C 0.990 -3.481 7.540  -0.518
O -0.373 -3.483 7.138  -0.493
H 1.214 -4.431 8.023  0.219
H 1.635 -3.359 6.666  0.228
H 1.167 -2.667 8.248  0.261
H -0.546 -2.635 6.716  0.298
C 4.239 4.356 -3.899  -0.546
O 4.581 2.976 -3.898  -0.477
H 4.891 4.878 -3.200  0.218
H 4.377 4.772 -4.901  0.281
H 3.199 4.480 -3.585  0.238
H 3.994 2.537 -4.522  0.280

(8)
2 unconnected molecules or ions with the total composition C5H7O3. Source: OMol25; level of theory: wB97M-V/def2-TZVPD.

Properties
Energy above the lowest of the compared OMol25 structures with the same formula, charge and spin, kJ/mol: 16.50
Charge: +1
HOMO level (alpha / beta), eV: -15.27 / -15.27
Gap between HOMO and LUMO (alpha / beta), eV: 8.711 / 8.710

Each line ends with the Mulliken charge.
Cartesian coordinates (Å):
C -1.104 0.447 1.111  -0.831
C 0.204 1.660 -0.912  -0.084
C -0.624 -0.228 0.032  0.706
C 2.421 -0.228 0.429  0.825
C -0.948 -1.672 -0.371  -0.989
O 2.115 0.733 0.986  -0.392
O 0.387 0.467 -0.712  -0.193
O 2.696 -1.228 -0.119  -0.375
H -0.728 1.429 1.236  0.358
H -1.892 0.093 1.773  0.297
H -0.694 2.243 -0.595  0.397
H 0.962 2.239 -1.250  0.319
H -0.718 -2.327 0.441  0.334
H -1.945 -1.797 -0.835  0.342
H -0.132 -1.830 -1.213  0.286